Record 1
C28H57BN3O5 | ωB97M-V with the def2-TZVPD basis set

Element x y z (Å)
C -4.719 5.142 1.520
C -4.868 4.902 0.012
N -6.059 4.107 -0.276
C -5.860 2.654 0.013
C -5.230 1.802 -1.055
B -4.930 0.244 -0.571
C -4.370 0.101 0.973
C -2.905 0.489 1.248
C -1.916 -0.007 0.197
C -1.585 0.939 -0.918
O -1.398 0.651 -2.120
O -1.416 2.249 -0.492
C -6.604 4.383 -1.542
C -8.094 4.140 -1.650
O -5.951 4.833 -2.523
H -5.482 4.595 2.066
H -4.819 6.198 1.760
H -3.747 4.811 1.878
H -4.985 5.860 -0.487
H -3.961 4.456 -0.397
H -6.821 2.225 0.309
H -5.244 2.631 0.911
H -4.309 2.291 -1.397
H -5.874 1.766 -1.938
H -5.996 -0.400 -0.636
H -4.167 -0.280 -1.381
H -4.982 0.653 1.692
H -4.485 -0.950 1.260
H -2.818 1.566 1.377
H -2.596 0.058 2.204
H -2.266 -0.927 -0.268
H -0.952 -0.220 0.666
H -0.570 2.542 -0.827
H -8.274 3.181 -2.130
H -8.508 4.928 -2.274
H -8.570 4.159 -0.677
C 4.788 0.757 3.398
C 3.735 0.292 2.368
C 4.287 0.426 0.949
C 4.392 1.874 0.471
C 3.064 2.614 0.640
C 2.500 2.522 2.059
N 2.471 1.090 2.496
O 1.442 0.461 2.028
C 3.342 3.369 3.024
C 1.085 3.094 2.099
C 3.427 -1.170 2.670
H 5.390 -0.092 3.718
H 5.477 1.502 3.000
H 4.313 1.172 4.286
H 3.638 -0.130 0.267
H 5.266 -0.057 0.913
H 5.187 2.397 1.010
H 4.681 1.886 -0.582
H 3.180 3.668 0.379
H 2.332 2.195 -0.058
H 3.024 3.204 4.054
H 3.195 4.424 2.792
H 4.410 3.177 2.960
H 0.425 2.626 1.373
H 1.127 4.162 1.884
H 0.638 2.961 3.085
H 2.995 -1.280 3.665
H 4.355 -1.740 2.630
H 2.742 -1.610 1.949
C 3.969 -5.461 -2.853
C 3.176 -5.444 -1.528
C 1.850 -6.191 -1.685
C 0.810 -5.430 -2.507
C 0.609 -4.018 -1.960
C 1.913 -3.235 -1.835
N 2.913 -4.046 -1.073
O 2.693 -3.982 0.200
C 2.438 -2.842 -3.224
C 1.677 -1.946 -1.072
C 4.030 -6.136 -0.474
H 4.637 -6.322 -2.875
H 3.330 -5.534 -3.731
H 4.586 -4.569 -2.952
H 1.436 -6.383 -0.691
H 2.056 -7.165 -2.135
H 1.100 -5.395 -3.561
H -0.138 -5.969 -2.473
H -0.073 -3.451 -2.596
H 0.136 -4.080 -0.975
H 3.431 -2.397 -3.148
H 1.768 -2.100 -3.655
H 2.488 -3.670 -3.928
H 1.213 -2.120 -0.104
H 1.016 -1.311 -1.652
H 2.618 -1.417 -0.911
H 4.960 -5.590 -0.305
H 4.274 -7.138 -0.827
H 3.509 -6.226 0.476

Summary:
- orbital gap (alpha / beta) (eV) = 6.96 / 6.83
- E_tot (Ha) = -1666.3145
- charge = -1
- largest force on an atom (eV/A) = 3.7
- 2S+1 = 3

In elementary charge units, the Löwdin charges are: C -0.08; C -0.24; N -0.10; C -0.20; C -0.20; B -0.50; C -0.23; C -0.23; C -0.13; C -0.45; O 0.04; O 0.05; C -0.47; C -0.01; O 0.02; H 0.07; H 0.06; H 0.06; H 0.11; H 0.11; H 0.12; H 0.09; H 0.08; H 0.08; H 0.04; H 0.05; H 0.07; H 0.07; H 0.09; H 0.09; H 0.11; H 0.11; H 0.09; H 0.08; H 0.07; H 0.07; C -0.03; C -0.48; C -0.13; C -0.17; C -0.13; C -0.49; N -0.09; O -0.01; C -0.04; C -0.03; C -0.04; H 0.08; H 0.07; H 0.08; H 0.10; H 0.13; H 0.10; H 0.11; H 0.12; H 0.12; H 0.09; H 0.09; H 0.06; H 0.06; H 0.09; H 0.10; H 0.09; H 0.09; H 0.06; C -0.03; C -0.49; C -0.14; C -0.17; C -0.12; C -0.49; N -0.09; O -0.03; C -0.03; C -0.03; C -0.05; H 0.08; H 0.07; H 0.08; H 0.12; H 0.12; H 0.10; H 0.11; H 0.13; H 0.13; H 0.09; H 0.09; H 0.06; H 0.08; H 0.09; H 0.07; H 0.09; H 0.08; H 0.08

***

Record 2
C4H9NO2S | ωB97M-V with the def2-TZVPD basis set

Element x y z (Å)
O 0.666 2.912 -0.761
C 0.713 2.011 -1.556
N 0.366 0.717 -1.284
C 0.025 0.140 0.030
C 1.065 -0.919 0.480
O 0.588 -1.591 1.630
C -1.451 -0.284 0.020
S -2.324 -0.393 1.608
H 0.973 2.078 -2.624
H 0.538 -0.059 -1.905
H 0.141 0.989 0.717
H 1.998 -0.381 0.629
H 1.119 -1.703 -0.273
H 0.850 -1.119 2.441
H -2.034 0.412 -0.577
H -1.452 -1.259 -0.488
H -1.781 -1.550 1.914

Summary:
- orbital gap (eV) = 9.64
- E_tot (Ha) = -761.2224
- largest force on an atom (eV/A) = 2.2
- SMILES = O=CN[C@H](CO)CS
- energy above the lowest of the compared OMol25 structures with the same formula, charge and spin (kcal per mole) = 25.7

In elementary charge units, the Löwdin charges are: O 0.04; C -0.36; N 0.04; C -0.37; C -0.21; O -0.10; C -0.51; S 0.73; H 0.13; H 0.13; H 0.13; H 0.13; H 0.12; H 0.11; H 0.07; H 0.09; H -0.17

***

Record 3
C18H14F6N5O3SbTi | ωB97M-V with the def2-TZVPD basis set

Element x y z (Å)
Ti -0.078 -0.635 -0.674
O 1.231 3.135 -0.904
C 1.110 1.958 -1.072
N -0.077 1.218 -1.006
C -1.265 1.962 -0.970
O -1.359 3.142 -0.812
C -2.428 1.042 -1.179
C -3.671 1.538 -1.545
C -4.705 0.636 -1.768
C -4.441 -0.711 -1.583
C -3.170 -1.122 -1.206
N -2.157 -0.269 -1.007
C 2.251 1.031 -1.370
C 3.509 1.511 -1.703
C 4.510 0.591 -1.989
C 4.201 -0.760 -1.919
C 2.916 -1.154 -1.564
N 1.948 -0.277 -1.283
H -3.802 2.606 -1.663
H -5.680 0.973 -2.084
H -5.206 -1.457 -1.732
H -3.006 -2.179 -1.059
H 3.677 2.578 -1.739
H 5.502 0.919 -2.260
H 4.943 -1.512 -2.136
H 2.693 -2.213 -1.491
N 0.988 3.355 3.379
C 1.040 2.171 4.005
O 1.572 1.964 5.064
C 0.378 0.992 3.299
C -0.190 0.006 4.109
C -0.736 -1.117 3.509
C -0.686 -1.227 2.128
N -0.115 -0.301 1.332
C 0.412 0.795 1.929
H 1.377 4.147 3.870
H 0.456 3.551 2.549
H -0.172 0.130 5.183
H -1.191 -1.903 4.095
H -1.116 -2.108 1.660
H 0.894 1.537 1.299
F -0.262 -1.778 -2.220
Sb -0.057 -3.867 -1.482
F 1.410 -3.928 -2.695
F -1.494 -4.194 -2.681
F 0.585 -5.165 -0.262
F -1.420 -3.180 -0.226
F 0.879 -2.429 -0.128

Summary:
- orbital gap (eV) = 6.37
- E_tot (Ha) = -2882.4387
- charge = +2
- largest force on an atom (eV/A) = 1.9

In elementary charge units, the Löwdin charges are: Ti 1.29; O 0.20; C -0.41; N -0.01; C -0.38; O 0.21; C -0.15; C 0.07; C 0.03; C 0.02; C -0.07; N 0.01; C -0.15; C 0.07; C 0.03; C 0.02; C -0.06; N 0.02; H 0.14; H 0.14; H 0.13; H 0.11; H 0.14; H 0.14; H 0.13; H 0.10; N 0.20; C -0.50; O 0.12; C -0.06; C 0.08; C 0.03; C -0.07; N -0.06; C -0.02; H 0.14; H 0.11; H 0.15; H 0.14; H 0.11; H 0.12; F -0.38; Sb 1.76; F -0.28; F -0.28; F -0.28; F -0.36; F -0.40

***

Record 4
C50H100O26 | ωB97M-V with the def2-TZVPD basis set

Element x y z (Å)
C -22.461 5.148 -32.984
C -21.344 5.000 -33.996
C -20.128 4.649 -33.187
O -20.688 4.032 -31.982
C -21.898 4.715 -31.646
H -23.378 4.647 -33.294
H -22.714 6.199 -32.842
H -21.117 5.878 -34.601
H -21.627 4.176 -34.651
H -19.648 5.602 -32.966
H -19.346 4.083 -33.694
H -21.656 5.537 -30.973
H -22.534 3.970 -31.168
C -21.830 -0.938 -32.948
C -20.473 -1.450 -33.141
C -20.069 -0.650 -34.422
O -21.280 -0.480 -35.119
C -22.418 -0.890 -34.409
H -21.848 0.001 -32.394
H -22.357 -1.551 -32.217
H -20.402 -2.528 -33.284
H -19.912 -1.085 -32.281
H -19.303 -1.208 -34.961
H -19.582 0.286 -34.150
H -22.677 -1.883 -34.778
H -23.286 -0.262 -34.609
C -19.301 4.279 -40.687
C -20.054 3.986 -39.446
C -20.515 2.517 -39.453
O -20.501 2.294 -40.921
C -19.422 3.062 -41.525
H -18.266 4.555 -40.483
H -19.832 5.079 -41.202
H -20.964 4.586 -39.450
H -19.572 4.274 -38.512
H -21.457 2.160 -39.036
H -19.687 1.958 -39.017
H -19.599 3.282 -42.577
H -18.514 2.464 -41.600
C -16.022 10.371 -36.375
C -17.273 9.622 -36.828
C -18.389 10.558 -36.486
O -17.826 11.597 -35.689
C -16.508 11.249 -35.233
H -15.767 10.960 -37.256
H -15.144 9.776 -36.120
H -17.488 8.689 -36.307
H -17.352 9.373 -37.887
H -19.107 10.028 -35.860
H -18.892 10.893 -37.393
H -16.433 10.768 -34.258
H -15.916 12.162 -35.183
C -7.377 -0.685 -40.039
C -7.196 -1.323 -41.419
C -5.754 -1.229 -41.800
O -5.077 -0.757 -40.646
C -6.001 -0.106 -39.797
H -7.491 -1.500 -39.323
H -8.238 -0.024 -39.938
H -7.795 -0.729 -42.109
H -7.573 -2.345 -41.458
H -5.634 -0.472 -42.575
H -5.390 -2.232 -42.022
H -5.936 0.959 -40.020
H -5.647 -0.283 -38.781
C -6.079 8.295 -36.301
C -7.059 7.327 -35.684
C -8.206 8.088 -35.136
O -7.855 9.464 -35.410
C -6.423 9.607 -35.498
H -6.172 8.451 -37.376
H -5.157 7.777 -36.038
H -6.565 6.876 -34.824
H -7.354 6.592 -36.433
H -8.239 7.908 -34.062
H -9.179 7.772 -35.511
H -5.875 9.853 -34.588
H -6.179 10.462 -36.128
C -14.700 -3.567 -44.755
C -15.779 -3.841 -43.728
C -15.399 -3.017 -42.504
O -13.960 -2.739 -42.834
C -13.514 -3.612 -43.822
H -14.816 -2.534 -45.082
H -14.786 -4.270 -45.584
H -15.707 -4.876 -43.393
H -16.789 -3.665 -44.098
H -15.479 -3.599 -41.586
H -16.023 -2.123 -42.478
H -13.302 -4.558 -43.324
H -12.575 -3.206 -44.198
C -7.852 3.854 -30.244
C -8.067 5.297 -29.797
C -9.625 5.361 -29.601
O -10.098 4.040 -29.790
C -9.033 3.096 -29.608
H -6.891 3.358 -30.107
H -8.004 3.764 -31.319
H -7.803 5.958 -30.622
H -7.484 5.514 -28.902
H -10.101 5.972 -30.368
H -9.861 5.761 -28.615
H -9.139 2.116 -30.074
H -8.845 2.890 -28.554
C -13.774 1.401 -38.085
O -13.154 2.134 -37.044
C -13.816 2.502 -35.924
O -14.921 2.093 -35.544
O -13.105 3.457 -35.438
C -13.653 4.242 -34.431
H -14.530 1.903 -38.690
H -14.245 0.550 -37.593
H -13.006 1.030 -38.763
H -14.260 5.069 -34.799
H -12.823 4.709 -33.900
H -14.148 3.706 -33.622
C -14.786 -4.085 -33.223
O -14.588 -5.242 -34.055
C -14.048 -5.190 -35.299
O -13.967 -6.167 -36.035
O -13.533 -3.940 -35.590
C -12.814 -3.788 -36.780
H -15.403 -4.349 -32.364
H -15.254 -3.319 -33.840
H -13.839 -3.821 -32.752
H -11.999 -4.510 -36.811
H -12.301 -2.833 -36.894
H -13.418 -3.999 -37.663
C -13.946 8.255 -29.388
O -13.300 9.491 -29.454
C -12.975 10.026 -30.660
O -13.009 9.527 -31.805
O -12.494 11.157 -30.305
C -11.947 12.051 -31.316
H -14.066 7.910 -28.361
H -13.410 7.450 -29.892
H -14.913 8.218 -29.889
H -11.471 12.934 -30.888
H -12.749 12.379 -31.977
H -11.209 11.511 -31.910
C -8.653 1.133 -34.930
O -9.291 0.010 -34.291
C -8.568 -1.105 -34.159
O -7.376 -1.314 -34.330
O -9.423 -2.039 -33.760
C -8.944 -3.402 -33.478
H -8.586 1.055 -36.015
H -7.654 1.278 -34.519
H -9.220 2.041 -34.727
H -8.062 -3.443 -32.838
H -8.744 -3.872 -34.441
H -9.721 -4.025 -33.035
C -12.756 1.969 -44.481
O -12.270 2.534 -43.300
C -10.992 2.843 -43.231
O -10.047 2.536 -44.004
O -10.814 3.558 -42.081
C -9.597 4.092 -41.692
H -13.844 1.910 -44.493
H -12.386 0.954 -44.627
H -12.466 2.557 -45.352
H -9.539 5.168 -41.854
H -8.813 3.643 -42.302
H -9.478 3.739 -40.668
C -17.414 2.123 -28.650
O -16.319 1.457 -29.171
C -16.172 0.099 -29.124
O -17.036 -0.664 -28.595
O -15.054 -0.311 -29.756
C -14.289 0.536 -30.619
H -17.531 3.137 -29.032
H -17.338 2.100 -27.562
H -18.370 1.650 -28.875
H -14.086 1.543 -30.254
H -14.777 0.631 -31.589
H -13.313 0.068 -30.747

Summary:
- orbital gap (eV) = 9.25
- E_tot (Ha) = -3921.0313
- largest force on an atom (eV/A) = 5.1
- energy above the lowest of the compared OMol25 structures with the same formula, charge and spin (kcal per mole) = 122.2

Atom charges from the Löwdin analysis, given in e for atoms 1 to 99: C -0.17; C -0.18; C -0.18; O -0.16; C -0.20; H 0.11; H 0.11; H 0.11; H 0.11; H 0.11; H 0.12; H 0.12; H 0.12; C -0.19; C -0.18; C -0.20; O -0.15; C -0.17; H 0.11; H 0.11; H 0.12; H 0.11; H 0.11; H 0.11; H 0.11; H 0.11; C -0.20; C -0.20; C -0.13; O -0.16; C -0.21; H 0.12; H 0.11; H 0.11; H 0.11; H 0.12; H 0.11; H 0.12; H 0.11; C -0.16; C -0.19; C -0.22; O -0.14; C -0.19; H 0.11; H 0.11; H 0.11; H 0.11; H 0.11; H 0.12; H 0.12; H 0.12; C -0.15; C -0.18; C -0.21; O -0.14; C -0.22; H 0.11; H 0.11; H 0.11; H 0.11; H 0.12; H 0.12; H 0.11; H 0.12; C -0.15; C -0.22; C -0.20; O -0.15; C -0.17; H 0.11; H 0.10; H 0.11; H 0.11; H 0.11; H 0.12; H 0.11; H 0.11; C -0.16; C -0.21; C -0.13; O -0.17; C -0.25; H 0.12; H 0.11; H 0.11; H 0.11; H 0.11; H 0.11; H 0.12; H 0.12; C -0.18; C -0.15; C -0.19; O -0.15; C -0.19; H 0.11; H 0.10; H 0.10

***

Record 5
CH5BS | ωB97M-V with the def2-TZVPD basis set

Element x y z (Å)
B -0.618 -0.769 -0.258
C -0.237 0.700 -0.164
S 1.449 -0.037 -0.016
H -0.949 -1.351 0.667
H -0.775 -1.307 -1.307
H -0.417 1.318 0.752
H -0.148 1.212 -1.049
H 1.695 0.233 1.374

Summary:
- orbital gap (eV) = 10.35
- E_tot (Ha) = -464.0889
- largest force on an atom (eV/A) = 2.5
- energy above the lowest of the compared OMol25 structures with the same formula, charge and spin (kcal per mole) = 28.7

In elementary charge units, the Löwdin charges are: B -0.37; C -0.49; S 0.78; H 0.00; H 0.03; H 0.08; H 0.01; H -0.04

***

Record 6
C16H42O6Tl | ωB97M-V with the def2-TZVPD basis set

Element x y z (Å)
Tl -0.584 0.188 1.535
C 0.819 3.866 -6.086
C 1.040 4.004 -4.521
O 1.108 2.750 -3.977
H -0.103 3.302 -6.231
H 1.697 3.352 -6.477
H 0.631 4.811 -6.594
H 0.237 4.632 -4.135
H 1.883 4.617 -4.204
C -5.488 4.621 7.461
C -5.475 3.132 6.931
O -4.761 2.837 5.745
H -4.496 4.815 7.872
H -6.250 4.697 8.236
H -5.550 5.460 6.767
H -6.509 2.797 6.844
H -5.299 2.448 7.761
C -6.911 -0.481 -3.165
C -5.788 0.533 -3.107
C -6.134 1.796 -3.850
O -5.646 0.930 -1.795
H -6.903 -1.258 -2.401
H -6.897 -0.942 -4.153
H -7.812 0.050 -2.860
H -4.808 0.128 -3.356
H -5.271 2.355 -4.209
H -6.758 2.471 -3.264
H -6.725 1.567 -4.737
H -6.541 1.040 -1.463
C 4.930 4.778 2.845
C 4.779 3.685 3.898
C 5.476 4.089 5.097
O 3.411 3.505 4.244
H 4.334 4.610 1.948
H 5.969 4.868 2.527
H 4.702 5.788 3.184
H 5.295 2.777 3.585
H 5.369 5.132 5.394
H 6.547 3.888 5.077
H 5.209 3.443 5.933
H 3.229 4.019 5.034
C -2.320 -6.733 -3.391
C -1.614 -6.428 -2.016
C -0.454 -7.391 -1.811
O -1.169 -5.075 -1.955
H -3.289 -6.263 -3.226
H -2.606 -7.777 -3.520
H -1.911 -6.238 -4.272
H -2.257 -6.522 -1.141
H 0.147 -7.449 -2.718
H -0.767 -8.419 -1.629
H 0.230 -7.103 -1.012
H -0.780 -4.928 -2.821
C 6.199 -4.419 0.803
C 6.030 -2.997 0.346
C 5.907 -2.684 -1.074
O 4.772 -2.617 0.902
H 6.164 -4.528 1.887
H 7.075 -4.998 0.509
H 5.328 -4.989 0.477
H 6.854 -2.482 0.840
H 6.900 -2.822 -1.503
H 5.573 -1.657 -1.226
H 5.251 -3.447 -1.492
H 4.784 -3.134 1.711

Summary:
- orbital gap (eV) = 1.21
- E_tot (Ha) = -1258.0540
- charge = +1
- largest force on an atom (eV/A) = 3.6

In elementary charge units, the Löwdin charges are: Tl 0.99; C -0.06; C -0.36; O -0.05; H 0.07; H 0.07; H 0.07; H 0.14; H 0.11; C -0.07; C -0.33; O -0.06; H 0.07; H 0.07; H 0.07; H 0.13; H 0.12; C -0.06; C -0.54; C -0.06; O -0.07; H 0.08; H 0.09; H 0.09; H 0.14; H 0.08; H 0.09; H 0.08; H 0.08; C -0.06; C -0.52; C -0.10; O -0.05; H 0.07; H 0.08; H 0.08; H 0.14; H 0.09; H 0.09; H 0.09; H 0.08; C -0.04; C -0.48; C -0.08; O -0.06; H 0.07; H 0.08; H 0.08; H 0.13; H 0.08; H 0.08; H 0.07; H 0.08; C -0.07; C -0.54; C -0.06; O -0.07; H 0.08; H 0.09; H 0.09; H 0.13; H 0.09; H 0.09; H 0.09; H 0.07